Entry 1:
5
Properties=species:S:1:pos:R:3 method="wB97M-V/def2-TZVPD" e_lumo_ev=-1.07 spin_multiplicity=1 gap_ha=0.3176 homo_energy_ev=-9.715
Si -1.388 -1.193 0.952
Cl 1.844 0.381 -1.584
Cl -1.491 -0.313 -0.847
Br 0.017 0.150 2.136
H 1.018 0.975 -0.657

Entry 2:
16
Properties=species:S:1:pos:R:3 method="wB97M-V/def2-TZVPD" e_lumo_ev=1.09 smiles=CC.CC spin_multiplicity=1 gap_ha=0.4414 homo_energy_ev=-10.921
C -1.339 -1.603 -0.307
C -1.345 -1.397 -1.888
H -2.381 -1.490 -0.023
H -1.101 -2.554 0.058
H -0.564 -1.014 0.186
H -2.255 -1.811 -2.382
H -1.012 -0.395 -2.189
H -0.542 -2.149 -2.030
C 0.710 1.801 1.543
C 1.871 1.290 0.587
H 1.278 1.679 2.589
H 0.349 2.868 1.475
H -0.234 1.173 1.565
H 2.193 0.337 0.755
H 2.783 1.946 0.505
H 1.590 1.320 -0.444